Record 1
Molecular formula: C6H10
Method: DFT, wB97M-V/def2-TZVPD

Atoms and positions in Å:
C 1.20 -0.19 2.20
C 0.05 1.88 -0.81
C -0.25 0.59 -0.73
C -1.33 -0.20 -0.01
C -0.30 -1.35 0.10
C 0.51 -0.69 -1.04
H 0.41 0.59 2.29
H 1.84 0.25 1.41
H 0.97 2.22 -1.28
H -0.61 2.64 -0.40
H -2.16 -0.47 -0.69
H -1.75 0.22 0.91
H -0.66 -2.37 -0.05
H 0.24 -1.34 1.07
H 0.23 -1.10 -2.02
H 1.60 -0.68 -0.96

The calculation puts the HOMO energy (alpha / beta) at -9.25 / -9.25 eV. For the LUMO energy (alpha / beta), the calculation gives -0.696 / -0.693 eV. Its calculated total energy is -6378.0482 eV. The value obtained for the gap between HOMO and LUMO (alpha / beta) is 8.55 / 8.55 eV.

Record 2
Molecular formula: C33H47BBr2N7OPtS3Si
Method: DFT, wB97M-V/def2-TZVPD

Atoms and positions in Å:
Pt -1.16 -0.59 -0.16
C 1.67 -1.27 4.74
C 2.57 -0.17 4.20
C 4.01 -0.66 3.99
C 2.57 0.99 5.19
N 2.07 0.34 2.88
C 1.70 1.65 2.62
C 1.50 1.76 1.29
N 1.77 0.54 0.70
B 2.20 0.51 -0.81
N 1.31 1.48 -1.64
C 1.81 2.73 -1.96
C 1.06 3.24 -2.95
N 0.09 2.30 -3.26
C 0.24 1.24 -2.44
S -0.75 -0.20 -2.38
C -0.79 2.56 -4.46
C 0.13 2.62 -5.68
C -1.49 3.90 -4.25
C -1.83 1.48 -4.70
N 2.24 -0.87 -1.53
C 2.90 -1.00 -2.73
C 2.64 -2.23 -3.22
N 1.83 -2.87 -2.31
C 1.61 -2.02 -1.30
S 0.68 -2.31 0.16
C 1.24 -4.25 -2.47
C -0.28 -4.12 -2.50
C 1.73 -4.82 -3.80
C 1.73 -5.15 -1.33
C 2.10 -0.30 1.69
S 2.30 -2.03 1.48
H 2.14 -1.70 5.62
H 1.49 -2.07 4.03
H 0.70 -0.85 5.03
H 4.45 -0.89 4.95
H 4.61 0.11 3.51
H 4.04 -1.56 3.38
H 2.92 0.61 6.15
H 1.56 1.38 5.35
H 3.24 1.80 4.89
H 1.56 2.37 3.39
H 1.16 2.59 0.71
H 3.31 0.95 -0.86
H 2.67 3.14 -1.46
H 1.13 4.18 -3.46
H 0.90 3.39 -5.59
H -0.46 2.84 -6.57
H 0.63 1.66 -5.84
H -0.80 4.74 -4.28
H -2.02 3.92 -3.29
H -2.22 4.05 -5.04
H -1.38 0.50 -4.86
H -2.37 1.75 -5.60
H -2.54 1.41 -3.88
H 3.49 -0.20 -3.13
H 2.96 -2.68 -4.14
H -0.60 -3.50 -3.34
H -0.67 -3.68 -1.58
H -0.72 -5.11 -2.61
H 1.41 -4.22 -4.65
H 1.28 -5.81 -3.92
H 2.81 -4.95 -3.83
H 1.19 -4.96 -0.40
H 2.80 -5.01 -1.16
H 1.56 -6.19 -1.61
Br -1.41 -3.56 3.62
C -1.59 -1.72 4.01
C -1.66 -1.32 5.35
C -1.70 0.00 5.68
Br -1.72 0.49 7.51
C -1.70 0.99 4.66
C -1.77 2.38 4.92
C -1.80 3.26 3.88
C -1.77 2.75 2.56
N -1.70 1.48 2.28
C -1.67 0.59 3.30
C -1.60 -0.81 2.95
O -1.56 -1.24 1.73
H -1.66 -2.08 6.12
H -1.80 2.73 5.94
H -1.87 4.33 4.04
H -1.81 3.44 1.72
C -4.39 -0.02 0.89
Si -3.27 0.33 -0.57
C -4.13 -0.40 -2.09
C -3.06 2.17 -0.89
H -5.15 0.76 0.98
H -3.86 -0.08 1.84
H -4.92 -0.97 0.74
H -3.95 0.20 -2.98
H -5.20 -0.42 -1.90
H -3.82 -1.43 -2.31
H -2.61 2.31 -1.87
H -2.42 2.63 -0.14
H -4.03 2.69 -0.89

The calculation puts the HOMO energy at -9.23 eV. Its charge is +1. For the LUMO energy, the calculation gives -3.287 eV. Its calculated total energy is -231854.4405 eV. The value obtained for the gap between HOMO and LUMO is 5.94 eV.

Which value of calculated total energy does entry 2 give?
-231854.4405 eV

What is the calculated total energy in the second record?
-231854.4405 eV